{
  "formula": "C71H107N7O26",
  "method": "the ωB97M-V functional and the def2-TZVPD basis",
  "elements": ["C", "C", "C", "C", "C", "C", "N", "O", "C", "C", "C", "H", "H", "H", "H", "H", "H", "H", "H", "H", "H", "H", "H", "H", "H", "H", "H", "H", "H", "H", "C", "C", "C", "C", "C", "C", "N", "O", "C", "C", "C", "H", "H", "H", "H", "H", "H", "H", "H", "H", "H", "H", "H", "H", "H", "H", "H", "H", "H", "H", "C", "C", "C", "C", "C", "C", "N", "O", "C", "C", "C", "H", "H", "H", "H", "H", "H", "H", "H", "H", "H", "H", "H", "H", "H", "H", "H", "H", "H", "H", "C", "C", "C", "O", "C", "O", "O", "H", "H", "H", "H", "H", "H", "C", "C", "C", "O", "C", "O", "O", "H", "H", "H", "H", "H", "H", "C", "C", "C", "O", "C", "O", "O", "H", "H", "H", "H", "H", "H", "C", "C", "C", "O", "C", "O", "O", "H", "H", "H", "H", "H", "H", "C", "C", "C", "O", "C", "O", "O", "H", "H", "H", "H", "H", "H", "C", "C", "C", "C", "C", "C", "N", "O", "O", "H", "H", "H", "H", "H", "C", "C", "C", "C", "C", "C", "N", "O", "O", "H", "H", "H", "H", "H", "C", "C", "C", "C", "C", "C", "N", "O", "O", "H", "H", "H", "H", "H", "C", "C", "C", "C", "C", "C", "N", "O", "O", "H", "H", "H", "H", "H"],
  "xyz": [[2.4362, -1.8045, 8.8756], [1.1287, -1.7067, 8.0744], [0.1297, -2.7366, 8.6324], [-1.2399, -2.6323, 7.9506], [-1.8506, -1.2144, 8.0371], [-0.8526, -0.1717, 7.6042], [0.4504, -0.4491, 8.3653], [1.2544, 0.6520, 8.0271], [-0.6892, -0.1544, 6.0371], [-1.2599, 1.1951, 8.1773], [1.5137, -2.0111, 6.6248], [2.8926, -2.7925, 8.7137], [2.2621, -1.6708, 9.9150], [3.1789, -1.0747, 8.6254], [0.5136, -3.7623, 8.7376], [0.0832, -2.4738, 9.6938], [-1.9136, -3.2932, 8.4699], [-1.1522, -2.9935, 6.8906], [-2.2302, -1.1028, 9.0391], [-2.7301, -1.2232, 7.3390], [-1.4393, 0.4633, 5.5853], [0.2227, 0.3428, 5.7352], [-0.5519, -1.1238, 5.6008], [-2.3750, 1.3578, 8.2418], [-0.8692, 1.3160, 9.1456], [-0.7536, 1.9681, 7.6017], [0.8350, -2.3111, 5.8880], [2.2476, -2.7874, 6.5535], [2.0073, -1.1359, 6.1775], [1.3558, 0.5360, 7.0871], [-0.3799, 2.0309, 0.6306], [0.5228, 0.8320, 0.9528], [-0.3417, -0.4289, 1.1193], [-0.9103, -0.8593, -0.2413], [0.2207, -1.0575, -1.2167], [1.2077, 0.0896, -1.3675], [1.5629, 0.5668, -0.0488], [2.4023, 1.6409, -0.0762], [2.4434, -0.2754, -2.1310], [0.4965, 1.1625, -2.2261], [1.2491, 0.9780, 2.3261], [-1.2407, 1.7602, 0.0138], [0.2140, 2.9022, 0.2263], [-0.7439, 2.4281, 1.6637], [0.2575, -1.2416, 1.5546], [-1.1243, -0.1892, 1.8400], [-1.6470, -0.0951, -0.5236], [-1.6387, -1.7273, -0.0885], [-0.0942, -1.2903, -2.2953], [0.8388, -1.9300, -0.8846], [3.1041, 0.5743, -2.2089], [3.0750, -1.0359, -1.6166], [2.1722, -0.6655, -3.1358], [-0.5464, 1.3850, -2.0154], [0.9627, 2.1585, -2.1873], [0.5034, 0.8110, -3.2403], [1.8991, 0.1323, 2.3667], [0.4259, 0.9385, 2.9807], [1.8087, 1.8774, 2.2999], [1.8696, 2.3458, -0.4822], [-1.8049, -5.7090, -2.0193], [-0.9025, -5.3870, -3.2083], [0.3885, -4.6999, -2.7391], [1.3668, -4.6023, -3.8910], [1.8011, -6.0439, -4.2314], [0.6272, -6.8582, -4.7423], [-0.4821, -6.7159, -3.7611], [-1.6544, -7.3412, -4.3459], [0.2198, -6.3435, -6.1327], [0.9368, -8.3977, -4.8101], [-1.7275, -4.5267, -4.1826], [-1.1896, -6.1482, -1.2359], [-2.6685, -6.2788, -2.3762], [-2.2653, -4.7819, -1.6700], [0.0921, -3.6822, -2.3919], [0.8758, -5.2450, -1.8771], [2.2222, -3.9742, -3.6478], [0.8928, -4.0904, -4.7066], [2.3509, -6.5462, -3.3870], [2.5739, -5.9595, -4.9747], [0.0556, -5.2497, -6.2411], [1.0211, -6.5758, -6.8075], [-0.6823, -6.8668, -6.5203], [1.8463, -8.4752, -5.3812], [1.0774, -8.8709, -3.8315], [0.1091, -8.8714, -5.3770], [-1.1534, -4.1127, -5.0111], [-2.0303, -3.6314, -3.6326], [-2.6145, -5.0077, -4.6244], [-1.6995, -8.2134, -3.8988], [2.4652, 5.0367, 0.0053], [2.9968, 5.8547, 1.2359], [3.0549, 5.0380, 2.5477], [4.3875, 4.6092, 2.5845], [5.1397, 5.3194, 1.6534], [6.3050, 5.1364, 1.4725], [4.3985, 6.1724, 1.0328], [2.4523, 5.7571, -0.8306], [1.4292, 4.6680, 0.2262], [3.1802, 4.1910, -0.2287], [2.4827, 6.8062, 1.3137], [2.3555, 4.2489, 2.4732], [2.7984, 5.5803, 3.4527], [-3.1608, -3.4712, -7.6134], [-2.6708, -2.1102, -7.1527], [-3.3780, -1.6481, -5.8449], [-2.3231, -1.0869, -5.0916], [-1.1438, -1.5405, -5.5363], [-0.0991, -1.3720, -4.9623], [-1.3231, -2.1988, -6.6800], [-2.4006, -3.8437, -8.2619], [-4.2698, -3.4307, -8.0666], [-3.1620, -4.1197, -6.7393], [-2.5861, -1.3033, -7.8609], [-3.8952, -2.4690, -5.3125], [-4.1311, -0.8301, -6.0221], [-0.0393, 4.4737, 5.8887], [-0.9689, 3.8986, 4.8427], [-2.2530, 4.7033, 4.6318], [-1.9357, 5.6110, 3.5346], [-0.9824, 5.0062, 2.8171], [-0.7384, 5.3967, 1.7184], [-0.3499, 4.0357, 3.4665], [-0.3906, 4.3249, 6.8922], [0.0907, 5.5533, 5.6803], [0.8824, 3.9391, 5.8241], [-1.0476, 2.8649, 5.0426], [-2.5079, 5.3252, 5.5110], [-3.2170, 4.1639, 4.4278], [1.4386, 1.9547, -6.7114], [2.3438, 1.1658, -5.7340], [2.6766, -0.2687, -6.2493], [4.0894, -0.3496, -5.9869], [4.5777, 0.8499, -5.5898], [5.6734, 0.9793, -5.2250], [3.6147, 1.7737, -5.5446], [0.6142, 1.3317, -6.9741], [1.9661, 2.2015, -7.6335], [1.2453, 2.9600, -6.3077], [1.8685, 1.1367, -4.7430], [2.5117, -0.3691, -7.3199], [2.0884, -1.0185, -5.7421], [6.3483, 1.8141, 3.0952], [4.9580, 1.0732, 3.3759], [5.1884, -0.1931, 4.2381], [3.9306, -0.2587, 4.9365], [3.3493, 0.9802, 4.9509], [2.3162, 1.3354, 5.5058], [4.0853, 1.8649, 4.1535], [7.0536, 1.0018, 3.1471], [6.5717, 2.4979, 3.9516], [6.4319, 2.3956, 2.1716], [4.5008, 0.8722, 2.4107], [6.0230, -0.0297, 4.9397], [5.3796, -1.1228, 3.7490], [-0.6739, 3.9349, -3.9692], [-0.8861, 4.6082, -2.8066], [-1.9498, 4.3629, -1.9184], [-2.8989, 3.3875, -2.3657], [-2.7572, 2.7548, -3.5989], [-1.6403, 2.9736, -4.3679], [-4.2002, 3.1907, -1.5615], [-4.3350, 3.7639, -0.4704], [-5.0957, 2.4953, -2.0454], [0.1349, 4.1718, -4.6048], [-0.1438, 5.3729, -2.5250], [-2.1053, 4.9677, -1.0595], [-3.5048, 1.9693, -3.8454], [-1.5142, 2.3985, -5.2627], [-4.9488, 1.4305, 1.3473], [-5.4822, 2.3999, 2.2210], [-5.3027, 2.1899, 3.6288], [-4.6268, 1.0622, 4.0470], [-4.0752, 0.0980, 3.2190], [-4.3412, 0.2679, 1.8626], [-4.3204, 1.0090, 5.4917], [-4.1270, -0.0663, 5.9924], [-4.1048, 2.0478, 6.0844], [-4.9482, 1.5895, 0.2726], [-5.9769, 3.2395, 1.7652], [-5.7024, 2.8660, 4.3345], [-3.6067, -0.7738, 3.5611], [-3.9779, -0.5258, 1.2349], [-1.9383, 5.9498, -6.8962], [-1.2550, 5.0750, -7.7394], [-1.8048, 3.8137, -7.8294], [-2.9806, 3.4934, -7.1647], [-3.6911, 4.4469, -6.3917], [-3.1234, 5.6783, -6.2245], [-3.4281, 2.0971, -7.1638], [-2.9241, 1.2928, -7.9599], [-4.2242, 1.7723, -6.3214], [-1.5647, 6.9374, -6.7813], [-0.3727, 5.4043, -8.2205], [-1.2084, 3.0194, -8.2921], [-4.5596, 4.1860, -5.8070], [-3.6239, 6.4009, -5.6390], [0.0070, -4.6197, 3.0027], [0.8395, -3.8090, 3.7144], [1.8493, -3.1129, 3.0473], [1.9031, -3.2107, 1.6775], [1.0402, -4.0318, 0.9055], [0.0632, -4.7745, 1.5974], [3.0286, -2.4975, 0.9638], [3.3701, -2.9270, -0.1492], [3.5124, -1.4634, 1.4637], [-0.7217, -5.1872, 3.5153], [0.7374, -3.8633, 4.8044], [2.5323, -2.5267, 3.5850], [1.2053, -3.9926, -0.1530], [-0.6030, -5.4223, 1.0810]],
  "mulliken_charge": [-2.401, 2.573, -1.484, -0.500, -1.005, 2.718, -0.078, -0.507, -1.531, -2.198, -0.776, 0.423, 0.525, 0.311, 0.399, 0.515, 0.570, 0.074, 0.541, -0.022, 0.264, 0.568, 0.021, 0.353, 0.584, 0.298, -1.217, 0.951, 0.337, 0.083, 1.495, 1.414, -0.522, -1.036, 0.498, 3.414, 1.267, -0.591, -1.971, -0.940, -0.786, -0.428, -0.811, -0.931, -0.749, 0.328, 0.251, 0.401, -0.493, -0.657, 0.530, 0.208, -0.249, -0.506, 0.474, 0.044, -0.363, 0.340, -0.140, 0.141, -2.308, 2.001, -0.440, -0.211, -1.597, 1.787, 0.034, -0.504, -1.441, -2.013, -1.077, 0.482, 0.509, 0.283, -0.551, 0.573, 0.525, -0.151, 0.269, 0.593, 0.068, 0.505, 0.306, 0.462, 0.385, 0.414, -0.144, 0.309, 0.542, 0.367, -0.469, 0.030, 0.828, -0.237, 0.566, -0.562, -0.420, 0.410, -0.168, 0.161, 0.478, -0.710, 0.172, -1.071, 0.133, -0.556, -0.078, 0.455, -0.412, -0.446, 0.384, 0.285, 0.145, 0.514, 0.268, 0.324, -1.681, 1.749, -0.177, -0.413, 0.128, -0.525, 0.406, 0.429, 0.439, 0.284, -0.743, 0.350, -0.091, -1.640, 2.176, 0.186, -0.424, 0.512, -0.514, -0.493, 0.359, 0.406, 0.203, -0.922, 0.353, -0.118, -1.506, 1.196, -0.795, -0.257, 0.453, -0.715, -0.324, 0.539, 0.323, 0.235, -0.257, 0.410, 0.371, -1.195, -0.758, -0.781, -0.152, 0.160, 0.217, 1.032, -0.572, -0.626, 0.415, 0.381, 0.718, 0.330, 0.766, -0.275, -0.792, -0.535, 0.100, -0.152, -0.753, 0.887, -0.608, -0.562, 0.462, 0.483, 0.536, 0.741, 0.429, -0.286, -1.030, 0.377, -0.319, -0.075, -0.720, 1.157, -0.658, -0.586, 0.423, 0.484, 0.426, 0.329, 0.493, -1.022, -0.432, 0.115, -0.316, -0.097, -0.391, 0.966, -0.597, -0.505, 0.506, 0.709, 0.641, 0.155, 0.427],
  "orbital_gap_ha": 0.2585,
  "energy_ha": -5108.6521,
  "total_charge": 0,
  "fmax_ev_per_a": 3.18,
  "smiles": "O=[N+]([O-])c1ccccc1.O=[N+]([O-])c1ccccc1.O=[N+]([O-])c1ccccc1.O=[N+]([O-])c1ccccc1.CC1(C)CCCC(C)(C)N1O.CC1(C)CCCC(C)(C)N1O.CC1(C)CCCC(C)(C)N1O.C[C@H]1COC(=O)O1.C[C@H]1COC(=O)O1.C[C@H]1COC(=O)O1.C[C@H]1COC(=O)O1.C[C@H]1COC(=O)O1"
}